Record 1
{
  "formula": "C7H14",
  "method": "wB97M-V/def2-TZVPD",
  "smiles": "C=CCC.C=CC",
  "e_above_lowest_kcal_mol": 36.9,
  "homo_lumo_gap_ev": 10.68,
  "symbols": ["C", "C", "C", "C", "H", "H", "H", "H", "H", "H", "H", "H", "C", "C", "C", "H", "H", "H", "H", "H", "H"],
  "xyz": [[0.89048, -1.01801, 1.71353], [1.63356, -0.18312, 0.99227], [2.23065, -0.50573, -0.34912], [1.57128, 0.28896, -1.48079], [0.46597, -0.72854, 2.67161], [0.67782, -2.02846, 1.36706], [1.81890, 0.82483, 1.37004], [3.30716, -0.28777, -0.32976], [2.12708, -1.58028, -0.54345], [0.50794, 0.03510, -1.55888], [2.04823, 0.07356, -2.44294], [1.64988, 1.36852, -1.30317], [-2.58945, -0.66133, -1.11298], [-2.00241, -0.02118, -0.10555], [-1.74715, 1.45588, -0.05503], [-2.94286, -0.13253, -1.99650], [-2.74368, -1.73704, -1.09106], [-1.66000, -0.59194, 0.75781], [-2.08112, 1.95113, -0.97278], [-2.26645, 1.91690, 0.79406], [-0.67640, 1.65569, 0.07762]],
  "lowdin_charge": [-0.02, -0.21, -0.27, -0.11, 0.06, 0.06, 0.10, 0.11, 0.11, 0.06, 0.07, 0.07, -0.02, -0.26, -0.11, 0.05, 0.05, 0.08, 0.07, 0.07, 0.05]
}

Record 2
{
  "formula": "C7H14",
  "method": "wB97M-V/def2-TZVPD",
  "smiles": "C=CCC.C=CC",
  "e_above_lowest_kcal_mol": 37.1,
  "homo_lumo_gap_ev": 10.69,
  "symbols": ["C", "C", "C", "C", "H", "H", "H", "H", "H", "H", "H", "H", "C", "C", "C", "H", "H", "H", "H", "H", "H"],
  "xyz": [[1.65836, -0.81089, 1.34950], [0.53031, -0.38299, 1.90954], [0.13707, 1.06175, 2.04021], [-1.02377, 1.41845, 1.10610], [1.88465, -1.86885, 1.24432], [2.39675, -0.10905, 0.96390], [-0.19385, -1.11366, 2.27623], [-0.14923, 1.27307, 3.07939], [1.00306, 1.69552, 1.81309], [-0.73230, 1.26935, 0.06008], [-1.32760, 2.46294, 1.23315], [-1.89846, 0.78777, 1.30658], [0.39652, 0.31025, -2.83485], [0.26268, -0.59472, -1.86959], [-0.99966, -1.33988, -1.55178], [-0.43246, 0.57600, -3.48839], [1.34291, 0.81386, -3.01431], [1.12025, -0.82735, -1.23853], [-1.84552, -0.96257, -2.13563], [-0.88647, -2.41045, -1.76311], [-1.24323, -1.24857, -0.48591]],
  "lowdin_charge": [-0.03, -0.21, -0.27, -0.11, 0.06, 0.06, 0.10, 0.11, 0.11, 0.06, 0.07, 0.07, -0.02, -0.26, -0.11, 0.05, 0.05, 0.07, 0.07, 0.07, 0.05]
}

Record 3
{
  "formula": "C7H14",
  "method": "wB97M-V/def2-TZVPD",
  "e_above_lowest_kcal_mol": 114.1,
  "homo_lumo_gap_ev": 8.39,
  "symbols": ["C", "C", "C", "C", "C", "C", "C", "H", "H", "H", "H", "H", "H", "H", "H", "H", "H", "H", "H", "H", "H"],
  "xyz": [[-1.71609, -1.46002, -0.46942], [-0.73058, -0.39660, -0.92846], [-1.09834, 1.02435, -0.69221], [-0.07068, 1.63998, 0.79996], [0.37864, 0.06401, -0.01574], [0.53054, -0.76014, 1.25613], [1.70713, 0.26450, -0.72470], [-1.24888, -2.44685, -0.35906], [-2.52134, -1.55061, -1.20666], [-2.17982, -1.17778, 0.48001], [-0.33767, -0.61564, -1.92667], [-0.56742, 1.62970, -1.44539], [-0.22483, 2.63590, 0.38465], [0.95031, 1.68326, 1.22196], [-0.76798, 1.48623, 1.62078], [1.29526, -0.32535, 1.91054], [0.84729, -1.77372, 0.98328], [-0.40023, -0.83795, 1.82234], [1.57793, 0.76338, -1.68995], [2.39666, 0.86205, -0.11604], [2.18010, -0.70871, -0.90536]],
  "lowdin_charge": [-0.08, -0.41, 0.02, -0.10, -0.50, -0.06, -0.05, 0.08, 0.08, 0.08, 0.14, 0.06, 0.08, 0.07, 0.08, 0.09, 0.10, 0.09, 0.09, 0.08, 0.09]
}

Record 4
{
  "formula": "C7H14",
  "method": "wB97M-V/def2-TZVPD",
  "smiles": "C=CCC.C=CC",
  "e_above_lowest_kcal_mol": 38.0,
  "homo_lumo_gap_ev": 10.55,
  "symbols": ["C", "C", "C", "C", "H", "H", "H", "H", "H", "H", "H", "H", "C", "C", "C", "H", "H", "H", "H", "H", "H"],
  "xyz": [[1.34310, 0.42072, 1.62481], [0.05351, 0.40807, 1.94800], [-0.92710, 1.46934, 1.52502], [-1.69509, 1.04901, 0.26741], [2.01704, -0.38609, 1.90314], [1.76998, 1.23717, 1.04371], [-0.34881, -0.43764, 2.50810], [-1.63144, 1.67600, 2.34130], [-0.38717, 2.40269, 1.32588], [-0.99070, 0.83986, -0.54628], [-2.38177, 1.83441, -0.06452], [-2.28456, 0.14237, 0.44968], [1.31932, -0.25451, -2.34266], [1.06827, -1.07091, -1.32330], [-0.14985, -1.93310, -1.18569], [0.64403, -0.18115, -3.19342], [2.21028, 0.36693, -2.36666], [1.77732, -1.11428, -0.49749], [-0.81333, -1.82704, -2.05052], [0.11807, -2.99083, -1.08028], [-0.71112, -1.65105, -0.28622]],
  "lowdin_charge": [-0.03, -0.21, -0.27, -0.11, 0.06, 0.07, 0.10, 0.10, 0.10, 0.06, 0.07, 0.07, -0.02, -0.26, -0.11, 0.06, 0.05, 0.07, 0.08, 0.07, 0.05]
}

In a.u., the total energy values for the records above are, in order, -275.057383; -275.057075; -274.934448; -275.055753.
In g mol⁻¹, the M values for the records above are, in order, 98.19; 98.19; 98.19; 98.19.